Record 1
This record from OMol25 describes a molecular structure, C6H91BBrIO40Si2 at a distorted geometry. The level of theory is ωB97M-V with the def2-TZVPD basis set.

Geometry as ORCA input:
```
! wB97M-V def2-TZVPD RIJCOSX def2/J DEFGRID3
* xyz 0 1
C -1.948 3.030 1.215
B -1.288 2.166 0.003
O -1.962 2.294 -1.284
Si 0.328 1.041 0.238
I 0.810 1.180 2.706
C 0.027 -0.804 -0.150
C -0.716 -1.102 -1.527
C -2.294 -1.172 -1.406
Br -0.117 0.091 -3.036
O 1.578 1.792 -0.686
Si 3.020 0.831 -0.832
C 3.934 0.479 0.805
C 3.577 -0.953 1.445
O 4.304 -2.019 0.803
H -2.546 3.897 0.774
H -1.185 3.463 1.925
H -2.699 2.344 1.726
H -2.898 2.081 -1.058
H 0.943 -1.461 -0.111
H -0.668 -1.190 0.673
H -0.380 -2.137 -1.853
H -2.657 -1.803 -0.544
H -2.660 -1.663 -2.367
H -2.801 -0.169 -1.348
H 2.773 -0.412 -1.565
H 3.951 1.622 -1.670
H 3.799 1.269 1.598
H 5.053 0.426 0.584
H 3.845 -0.921 2.555
H 2.466 -1.175 1.410
H 3.685 -2.783 0.830
O 3.363 2.223 5.272
H 2.716 2.127 4.561
H 4.170 2.494 4.818
O 1.845 -1.732 4.561
H 2.419 -1.161 5.087
H 1.485 -1.146 3.882
O 2.132 0.317 7.556
H 1.569 1.081 7.734
H 2.900 0.695 7.106
O -5.265 -0.619 -1.966
H -5.186 -0.954 -2.867
H -5.914 0.095 -2.038
O -1.336 -2.262 -5.095
H -0.735 -1.683 -4.599
H -1.716 -1.681 -5.764
O -2.446 -0.068 -6.746
H -1.852 0.509 -6.249
H -2.826 0.509 -7.418
O -7.586 0.134 -0.445
H -7.803 0.693 0.315
H -6.886 -0.448 -0.115
O -3.910 -3.009 -7.563
H -3.326 -2.428 -7.061
H -4.295 -2.431 -8.231
O 2.605 -4.486 -0.503
H 2.143 -4.477 -1.349
H 3.007 -5.362 -0.466
O -0.898 -3.422 -7.949
H -1.512 -4.150 -8.100
H -1.272 -2.955 -7.195
O 1.276 3.305 8.891
H 1.432 2.813 9.708
H 2.164 3.498 8.563
O -0.350 -4.032 -2.961
H 0.147 -4.831 -3.173
H -0.734 -3.763 -3.807
O 4.223 -5.916 -2.443
H 4.384 -4.968 -2.529
H 5.049 -6.322 -2.730
O -7.549 2.788 1.060
H -6.940 3.367 1.532
H -7.939 3.358 0.386
O -0.627 4.120 4.517
H -0.451 3.914 5.443
H -0.255 3.371 4.034
O -6.117 -1.939 1.275
H -5.893 -2.134 2.192
H -5.774 -2.695 0.783
O 1.908 4.620 -2.354
H 1.128 5.185 -2.379
H 1.573 3.765 -2.044
O -3.548 0.355 3.093
H -3.815 0.898 3.852
H -2.864 -0.224 3.450
O 4.443 4.548 -1.021
H 5.030 4.574 -1.789
H 3.559 4.676 -1.394
O 3.110 -4.347 3.735
H 2.540 -3.584 3.914
H 3.882 -3.964 3.304
O 6.069 -7.832 -1.562
H 5.835 -7.312 -0.783
H 6.765 -8.422 -1.250
O 6.873 3.731 -2.431
H 7.047 3.227 -1.624
H 7.750 3.939 -2.770
O 1.042 -1.466 -6.580
H 0.486 -1.901 -7.240
H 1.938 -1.598 -6.909
O -6.529 1.117 3.709
H -6.013 0.323 3.520
H -6.892 1.374 2.851
O 8.594 1.999 -0.730
H 8.797 1.782 0.190
H 8.959 1.262 -1.231
O 8.237 -6.537 -2.902
H 8.820 -7.303 -2.831
H 7.357 -6.923 -3.008
O -6.607 3.645 -1.173
H -5.715 3.929 -1.404
H -6.531 2.689 -1.059
O -1.681 1.995 9.421
H -0.780 2.292 9.248
H -1.601 1.039 9.511
O -4.585 1.332 6.067
H -5.359 1.905 6.010
H -4.940 0.491 6.375
O 10.163 2.151 2.018
H 9.918 2.683 2.784
H 10.859 1.571 2.348
O -7.908 1.888 -2.992
H -8.675 2.470 -3.014
H -8.249 1.061 -2.627
O -2.444 5.019 -2.125
H -1.545 5.315 -2.303
H -2.361 4.057 -2.025
O 2.257 6.208 7.829
H 1.487 6.785 7.784
H 1.901 5.367 8.136
O -7.764 2.572 6.803
H -7.644 2.246 5.900
H -8.415 3.277 6.711
O -4.242 4.688 -4.094
H -3.653 5.269 -3.588
H -4.614 5.260 -4.775
O 10.239 -8.405 -4.455
H 10.398 -7.457 -4.545
H 11.065 -8.810 -4.743
O -4.596 -5.777 -6.477
H -4.888 -6.371 -7.177
H -4.480 -4.926 -6.922
*
```

LUMO level   -0.32 eV
DFT total energy   -6768.441069 Ha
Kohn-Sham gap   9.6 eV

Mulliken atomic charge list, values in e, 5 entries: -0.79, 0.62, -0.89, 0.11, -0.08

***

Record 2
This record from OMol25 describes 2 unconnected molecules or ions with the total composition C2H2OS2 at a distorted geometry. The level of theory is ωB97M-V with the def2-TZVPD basis set.

Geometry as ORCA input:
```
! wB97M-V def2-TZVPD RIJCOSX def2/J DEFGRID3
* xyz 0 1
C 1.828 -0.742 0.451
C -2.100 0.453 0.330
O 1.511 -0.838 -0.754
S -2.734 1.788 0.772
S -1.531 -0.853 -0.271
H 1.840 0.234 0.928
H 1.187 -0.043 -1.456
*
```

LUMO level   -0.28 eV
DFT total energy   -948.875887 Ha
ΔE to the lowest compared entry with this formula, charge and spin   81.0 kcal per mole
Kohn-Sham gap   7.9 eV

natural (NBO) atomic charge list, values in e, 5 entries: 0.13, -0.38, -0.63, 0.19, 0.19

***

Record 3
This record from OMol25 describes a molecular structure, C29H28BrN5NbO5S2 at a distorted geometry. The level of theory is ωB97M-V with the def2-TZVPD basis set.

Geometry as ORCA input:
```
! wB97M-V def2-TZVPD RIJCOSX def2/J DEFGRID3
* xyz 1 1
Nb -1.445 0.898 -0.298
Br 1.700 4.987 5.483
C 0.683 3.870 4.333
C 0.734 2.499 4.592
C -0.140 1.617 3.889
C -0.931 2.146 2.870
C -1.072 3.518 2.633
C -0.304 4.364 3.431
N -1.526 1.093 2.085
C -2.354 0.215 2.655
C -2.783 -0.918 1.958
C -3.508 -1.959 2.582
C -3.647 -3.135 1.866
C -2.914 -3.270 0.656
C -2.255 -2.215 0.111
N -2.292 -1.023 0.665
H 1.373 2.105 5.393
H -0.157 0.546 4.035
H -1.762 3.847 1.910
H -0.563 5.406 3.486
H -2.554 0.221 3.760
H -4.017 -1.827 3.540
H -4.305 -3.897 2.248
H -2.880 -4.224 0.112
H -1.646 -2.252 -0.815
C 2.658 -1.712 -4.546
C 3.290 -0.855 -3.444
C 2.388 -0.252 -2.392
N 1.814 -1.161 -1.392
C 1.422 -0.854 -0.169
S 1.011 0.806 0.280
N 1.366 -1.865 0.771
C 1.689 -3.268 0.648
O 0.908 -4.097 1.178
C 3.040 -3.715 0.178
C 4.204 -2.943 0.140
C 5.404 -3.533 -0.241
C 5.485 -4.864 -0.603
C 4.342 -5.696 -0.445
C 3.152 -5.113 -0.017
H 3.263 -2.610 -4.789
H 2.580 -1.077 -5.421
H 1.668 -2.057 -4.260
H 3.799 0.006 -3.875
H 4.070 -1.497 -2.932
H 1.574 0.249 -2.897
H 2.834 0.584 -1.809
H 1.857 -2.148 -1.542
H 0.623 -1.726 1.506
H 4.182 -1.871 0.385
H 6.277 -2.859 -0.306
H 6.461 -5.214 -0.962
H 4.432 -6.784 -0.624
H 2.233 -5.759 0.006
O -2.001 -0.289 -1.845
S -1.383 0.515 -3.044
O -2.297 1.161 -3.936
O -0.423 -0.376 -3.728
O -0.542 1.554 -2.098
N -2.513 2.326 -0.213
C -2.908 3.572 -0.512
C -2.417 4.299 -1.649
C -3.049 5.502 -1.976
C -4.231 5.941 -1.325
C -4.678 5.225 -0.189
C -4.007 4.084 0.218
H -1.662 3.840 -2.205
H -2.646 6.122 -2.788
H -4.773 6.798 -1.744
H -5.578 5.507 0.341
H -4.355 3.493 1.094
*
```

LUMO level   -4.81 eV
DFT total energy   -5199.084091 Ha
ΔE to the lowest compared entry with this formula, charge and spin   0.0 kcal per mole
Kohn-Sham gap   5.7 eV

Mulliken atomic charge list, values in e, 5 entries: 0.84, -0.14, -0.09, -0.60, -0.42